Record 1
{"formula": "C2H3AlO2", "method": "ωB97M-V/def2-TZVPD", "charge": 3, "homo_ev": [-25.58, -25.93], "multiplicity": 2, "e_above_lowest_ev": 0.000, "max_force_ev_per_a": 5.297, "total_energy_ha": -469.27137, "elements": ["C", "C", "O", "O", "H", "H", "Al", "H"], "xyz": [[-0.9552, -0.1009, 0.3584], [-0.0759, -0.6364, -0.6051], [1.1828, -0.5641, -0.5302], [-2.2353, -0.1663, 0.1429], [-0.5231, -1.0240, -1.5327], [-2.6270, 0.6933, -0.0689], [2.4228, 0.2187, -0.0714], [-0.5355, -0.2745, 1.3797]], "forces_ev_per_angstrom": [[-1.11, -2.78, 0.90], [-4.36, 0.39, -1.79], [0.12, -1.63, -0.92], [2.31, 0.66, 0.45], [0.31, -0.41, -0.09], [-1.47, 0.62, -0.24], [4.67, 2.07, 1.41], [-0.48, 1.08, 0.29]], "mulliken_spin": [0.307, 0.403, 0.065, 0.155, 0.025, 0.017, 0.007, 0.021]}

=====

Record 2
{"formula": "C2H3AuF3O3S", "method": "ωB97M-V/def2-TZVPD", "charge": -1, "homo_ev": -4.94, "e_above_lowest_ev": 0.098, "max_force_ev_per_a": 1.069, "total_energy_ha": -1137.28934, "elements": ["Au", "F", "C", "F", "F", "S", "O", "O", "O", "C", "H", "H", "H"], "xyz": [[-0.4692, 0.7276, 0.4672], [3.6614, -1.7746, 1.8868], [3.3546, -0.5874, 1.3404], [3.0522, -0.8016, 0.0495], [4.4628, 0.1730, 1.3798], [1.9377, 0.2355, 2.2425], [1.5255, 1.2406, 1.2486], [2.5696, 0.7929, 3.4072], [1.0042, -0.8373, 2.4543], [-2.3082, 0.2915, -0.2756], [-2.9157, 1.1734, -0.5010], [-2.8828, -0.3187, 0.4292], [-2.2376, -0.2853, -1.2044]], "forces_ev_per_angstrom": [[-0.32, 0.23, -0.33], [-0.01, 0.11, 0.00], [-0.20, 0.16, 0.05], [0.06, -0.02, 0.15], [-0.11, -0.08, -0.07], [0.90, -0.48, 0.32], [-0.38, -0.01, -0.07], [-0.01, 0.10, -0.01], [-0.03, -0.01, -0.04], [-0.16, -0.10, -0.11], [0.11, 0.07, 0.05], [0.07, 0.02, 0.05], [0.07, 0.02, 0.02]], "mulliken_charge": [0.133, -0.247, 0.639, -0.242, -0.238, 1.171, -0.679, -0.651, -0.607, -0.996, 0.222, 0.250, 0.244]}

=====

Record 3
{"formula": "C2H3BCl2O2", "method": "ωB97M-V/def2-TZVPD", "charge": 0, "homo_ev": -9.56, "e_above_lowest_ev": 2.709, "max_force_ev_per_a": 4.357, "total_energy_ha": -1173.69820, "elements": ["B", "C", "C", "O", "O", "Cl", "Cl", "H", "H", "H"], "xyz": [[0.0136, 0.0550, 0.0872], [-3.7548, 1.0666, 0.1033], [-4.0767, -0.0683, 0.0309], [0.3081, -1.1272, -0.5359], [0.9074, 1.0660, 0.4435], [-4.3030, -1.6325, 0.2870], [-3.1923, 2.5906, -0.1276], [-1.1156, 0.1407, 0.2188], [1.1372, -1.4417, -0.9066], [1.9775, 1.0040, 0.5177]], "forces_ev_per_angstrom": [[2.76, -0.13, -0.64], [0.57, 1.94, -0.60], [-0.05, -0.49, 0.41], [-0.17, -0.38, -0.11], [2.80, -0.43, 0.44], [-0.43, -1.54, 0.02], [-0.11, 0.10, 0.17], [-1.21, 0.72, 0.56], [0.15, 0.56, 0.37], [-4.30, -0.35, -0.62]], "mulliken_charge": [0.729, -0.010, 0.323, -0.551, -0.606, -0.172, -0.146, -0.177, 0.291, 0.319]}

=====

Record 4
{"formula": "C2H3BaO2", "method": "ωB97M-V/def2-TZVPD", "charge": 2, "homo_ev": [-15.67, -18.74], "multiplicity": 2, "max_force_ev_per_a": 6.983, "total_energy_ha": -253.25846, "elements": ["O", "C", "C", "H", "H", "H", "Ba", "O"], "xyz": [[-0.4946, -0.2100, 0.7688], [-1.5537, 0.5659, 0.2016], [0.2427, -0.5470, -0.2381], [-1.2974, 1.3947, -0.4547], [-2.5124, 0.4081, 0.6830], [0.1422, -1.5295, -0.7181], [4.0605, 0.0169, -0.3429], [1.4126, -0.0992, 0.1004]], "forces_ev_per_angstrom": [[-4.77, 1.42, -0.74], [0.06, -0.83, 0.87], [5.52, -0.04, 4.27], [0.07, -0.33, 0.19], [0.16, 0.12, -0.18], [-0.75, 0.81, -1.05], [-1.05, 0.01, 0.26], [0.76, -1.16, -3.62]], "mulliken_spin": [0.032, 0.771, 0.085, 0.025, 0.030, 0.003, 0.001, 0.053]}

=====

Record 5
{"formula": "C2H3Br2NO3", "method": "ωB97M-V/def2-TZVPD", "charge": 0, "homo_ev": -10.18, "e_above_lowest_ev": 1.553, "max_force_ev_per_a": 2.803, "total_energy_ha": -5506.36068, "elements": ["C", "C", "N", "O", "O", "O", "Br", "Br", "H", "H", "H"], "xyz": [[0.6416, 0.4776, -0.5638], [0.3031, -0.8490, -0.5028], [-0.6088, -1.4256, -1.5039], [-1.2611, -2.4444, -1.2993], [-0.5995, -0.7690, -2.5172], [-0.7336, 1.3309, 2.2927], [1.8194, 1.2776, 0.5642], [0.6323, -1.8233, 1.0365], [0.4280, 1.1119, -1.4376], [-0.1871, 2.1656, 2.4690], [-0.4343, 0.9477, 1.4622]], "forces_ev_per_angstrom": [[-0.46, -1.88, -2.03], [-0.03, 1.92, 1.39], [-0.25, -0.52, -0.10], [1.06, 1.34, 0.15], [-0.55, -0.10, -0.89], [0.56, 1.72, 0.82], [1.08, 0.45, 0.54], [0.05, -0.56, -0.01], [-0.27, -0.68, 0.51], [-1.15, -2.01, -0.69], [-0.03, 0.32, 0.30]], "mulliken_charge": [-0.514, 0.229, 0.925, -0.520, -0.556, -0.632, -0.002, 0.002, 0.375, 0.323, 0.371]}

=====

Record 6
{"formula": "C2H3BrClNO", "method": "ωB97M-V/def2-TZVPD", "charge": 0, "homo_ev": -10.09, "e_above_lowest_ev": 1.379, "max_force_ev_per_a": 5.301, "total_energy_ha": -3242.16144, "elements": ["C", "C", "N", "O", "Cl", "Br", "H", "H", "H"], "xyz": [[0.1155, 1.4076, -0.4431], [0.3095, -0.9685, 0.2324], [0.3103, 0.5037, 0.5044], [0.1337, 1.2378, -1.6507], [2.0177, -1.4829, 0.4242], [0.2987, 1.0537, 2.3176], [0.0563, 2.3180, -0.0338], [-0.2622, -1.3707, 1.1009], [-0.0685, -1.1961, -0.6892]], "forces_ev_per_angstrom": [[0.73, -1.32, -3.03], [1.26, 2.18, 4.66], [-0.51, -2.79, 0.98], [-0.28, -0.69, 0.71], [-0.29, -0.45, -0.30], [0.00, -0.38, -1.10], [-0.51, 4.07, 1.49], [0.41, -0.24, -1.05], [-0.82, -0.37, -2.37]], "mulliken_charge": [0.116, -0.372, -0.138, -0.552, -0.164, 0.044, 0.418, 0.281, 0.368]}

=====

Record 7
{"formula": "C2H3BrFI", "method": "ωB97M-V/def2-TZVPD", "charge": 0, "homo_ev": -10.01, "e_above_lowest_ev": 0.305, "max_force_ev_per_a": 4.210, "total_energy_ha": -3049.55217, "elements": ["C", "C", "F", "Br", "I", "H", "H", "H"], "xyz": [[0.1614, -0.3130, 0.7718], [-0.2456, 0.2522, -0.6267], [-1.4528, 0.7937, -0.7161], [-0.1949, -1.2848, -1.9610], [0.6624, 1.4503, 1.9338], [-0.7147, -0.7846, 1.0521], [1.1618, -0.9293, 0.6246], [0.6225, 0.8155, -1.0786]], "forces_ev_per_angstrom": [[2.76, 1.36, -2.88], [3.07, -1.40, -0.85], [-0.05, 0.47, 0.42], [-0.22, 0.21, 0.54], [-0.26, -0.61, 0.01], [-1.23, -1.38, 1.59], [-2.53, 1.12, 0.58], [-1.54, 0.21, 0.60]], "mulliken_charge": [-0.840, -0.071, -0.200, -0.196, 0.067, 0.437, 0.394, 0.408]}

=====

Record 8
{"formula": "C2H3BrN2", "method": "ωB97M-V/def2-TZVPD", "charge": 0, "homo_ev": -10.18, "e_above_lowest_ev": 1.225, "max_force_ev_per_a": 3.133, "total_energy_ha": -2761.41082, "elements": ["C", "C", "N", "N", "Br", "H", "H", "H"], "xyz": [[0.5315, 1.5196, 0.2316], [0.0241, 0.1316, 0.0849], [1.6665, 2.0985, 0.9530], [0.5843, 2.1995, 1.5300], [-0.2943, 3.0807, -1.4250], [0.3947, -0.4477, -0.8555], [-1.0690, 0.2129, 0.0182], [0.2172, -0.5850, 0.9429]], "forces_ev_per_angstrom": [[0.11, 2.65, 0.69], [-0.07, -2.00, -1.43], [-0.57, -0.76, -0.96], [-0.38, -0.39, -1.13], [1.03, -2.15, 2.04], [-0.55, 1.40, 1.51], [0.25, -0.12, -0.13], [0.18, 1.37, -0.59]], "mulliken_charge": [0.515, -0.835, -0.137, -0.165, -0.242, 0.259, 0.273, 0.331]}

=====

Record 9
{"formula": "C2H3BrN2", "method": "ωB97M-V/def2-TZVPD", "charge": 0, "homo_ev": -8.83, "e_above_lowest_ev": 0.841, "max_force_ev_per_a": 5.127, "total_energy_ha": -2761.42493, "elements": ["C", "C", "N", "N", "Br", "H", "H", "H"], "xyz": [[1.7128, -0.2734, -0.8364], [0.4310, -0.2484, -0.0931], [2.2255, -2.5464, -0.0925], [1.8732, -3.5562, 0.0886], [2.8978, 0.9174, 0.0769], [0.7738, -0.5176, 1.0074], [-0.1046, -1.1792, -0.4029], [0.0968, 0.7362, -0.2313]], "forces_ev_per_angstrom": [[0.40, 0.86, -0.52], [2.39, -3.97, 2.19], [0.48, 0.28, 0.19], [-0.30, -0.83, 0.05], [0.07, -0.09, -0.21], [-1.19, 1.15, -1.66], [-0.52, 1.43, -0.15], [-1.34, 1.17, 0.11]], "mulliken_charge": [0.046, -0.895, 0.245, -0.267, -0.108, 0.310, 0.253, 0.414]}

=====

Record 10
{"formula": "C2H3BrN2S", "method": "ωB97M-V/def2-TZVPD", "charge": 0, "homo_ev": -8.44, "e_above_lowest_ev": 0.574, "max_force_ev_per_a": 2.552, "total_energy_ha": -3159.68527, "elements": ["C", "C", "N", "N", "S", "Br", "H", "H", "H"], "xyz": [[0.4180, 0.2791, -1.2242], [-0.2391, -0.0277, 0.0553], [1.2923, 1.2142, -1.2129], [0.5831, 0.6923, 1.0731], [1.5760, 1.8477, 0.2468], [-2.2313, 0.6898, -0.0403], [0.1104, -0.1749, -2.1493], [-0.3886, -1.0600, 0.3469], [0.1068, 1.0098, 1.9033]], "forces_ev_per_angstrom": [[0.12, 0.20, 0.11], [0.74, 1.33, 2.05], [-0.06, -0.20, -0.65], [-0.74, -1.14, -1.82], [-0.33, 0.04, 0.66], [0.66, -0.21, 0.00], [0.00, -0.14, -0.18], [-0.23, 0.06, -0.15], [-0.14, 0.07, -0.03]], "mulliken_charge": [-0.166, -0.032, -0.363, -0.358, 0.129, -0.240, 0.395, 0.323, 0.313]}